Entry 1:
ORCA calculation (ωB97M-V/def2-TZVPD) on the molecule C5H9IN2O4S.

```
! RIJCOSX wB97M-V def2-TZVPD def2/J DEFGRID3
* xyz 0 1
C -0.54 -1.27 -1.14
C -1.45 0.53 -0.64
C -0.21 0.44 0.29
C -0.44 0.38 1.74
C 0.75 1.62 0.08
N 0.36 -0.74 -0.28
N -1.47 1.57 -1.48
O 1.94 -2.48 -0.95
O -0.65 -2.36 -1.68
O 2.79 -0.82 0.55
O 1.16 -2.46 1.42
S 1.64 -1.64 0.37
I -3.31 0.05 0.27
H 0.48 0.40 2.24
H -0.96 -0.46 2.36
H -1.05 1.32 2.00
H 1.18 1.45 -0.86
H 1.55 1.50 0.89
H 0.26 2.58 0.13
H 1.21 -3.05 -1.16
H -0.90 1.48 -2.28
H -2.33 1.96 -1.86
*
```

Summary:
HOMO level, eV: -8.70
ΔE to the lowest compared entry with this formula, charge and spin, eV: 0.7365
Orbital gap, eV: 8.803

---

Entry 2:
ORCA calculation (ωB97M-V/def2-TZVPD) on a cluster of 3 separate species, C31H50Cl2F2N2O7PSi in total.

```
! RIJCOSX wB97M-V def2-TZVPD def2/J DEFGRID3
* xyz -1 1
C 4.18 0.09 -4.68
C 3.29 -0.99 -3.93
O 2.55 -1.62 -4.63
O 3.40 -1.23 -2.58
C 2.88 -0.13 -1.78
P 1.80 -0.65 -0.29
C 3.03 -1.88 0.47
C 3.97 -1.30 1.60
C 5.15 -0.41 1.05
C 6.22 -0.03 2.14
O 6.03 1.31 2.65
C 0.83 -2.10 -1.19
F 0.46 -1.67 -2.52
F 1.59 -3.26 -1.38
C -0.56 -2.40 -0.49
C -1.33 -3.55 -1.26
Si -2.71 -2.98 -2.43
C -4.39 -3.85 -1.98
C -2.40 -3.44 -4.27
C -3.08 -1.12 -2.40
C -4.06 -0.46 -1.53
C -4.32 0.99 -1.60
C -3.62 1.86 -2.56
C -2.63 1.20 -3.43
C -2.36 -0.25 -3.36
O 2.23 0.68 0.75
C 1.13 1.57 1.03
C 0.67 1.14 2.47
C -0.08 2.27 3.30
C 0.34 3.73 2.94
O 1.47 4.13 3.05
O -0.67 4.60 2.53
C 0.14 1.35 -0.22
Cl -1.57 1.25 0.46
Cl 0.07 2.87 -1.25
O 0.56 0.36 -1.09
H 3.50 0.58 -5.42
H 4.91 -0.51 -5.28
H 4.68 0.81 -3.98
H 2.27 0.53 -2.45
H 3.72 0.52 -1.37
H 0.95 -1.03 0.83
H 3.72 -2.37 -0.28
H 2.41 -2.69 0.96
H 4.50 -2.21 2.05
H 3.43 -0.82 2.46
H 5.68 -0.90 0.18
H 4.75 0.57 0.64
H 6.30 -0.79 2.97
H 7.24 -0.01 1.65
H 5.82 1.90 1.90
H -0.33 -2.78 0.54
H -1.17 -1.47 -0.39
H -1.76 -4.29 -0.52
H -0.59 -4.12 -1.89
H -5.13 -3.45 -2.73
H -4.31 -4.97 -2.09
H -4.75 -3.55 -0.94
H -2.22 -4.54 -4.37
H -1.53 -2.82 -4.64
H -3.30 -3.09 -4.85
H -4.66 -1.04 -0.80
H -5.09 1.48 -0.96
H -3.85 2.95 -2.63
H -2.08 1.82 -4.18
H -1.61 -0.65 -4.08
H 1.63 2.57 0.90
H 0.04 0.21 2.48
H 1.61 0.89 3.04
H 0.17 2.10 4.38
H -1.19 2.13 3.21
H -1.50 4.09 2.43
C 1.31 7.30 2.06
C 2.58 7.50 2.89
C 3.48 8.62 2.35
C 3.92 8.30 0.97
N 4.26 8.05 -0.10
H 1.55 6.99 1.04
H 0.70 6.52 2.50
H 0.72 8.22 2.02
H 3.13 6.56 2.92
H 2.29 7.74 3.92
H 4.36 8.73 2.99
H 2.94 9.57 2.34
C -7.22 -5.24 2.60
C -6.36 -6.06 1.64
C -4.86 -5.80 1.80
C -4.56 -4.37 1.53
N -4.34 -3.26 1.33
H -7.10 -4.17 2.43
H -8.27 -5.48 2.47
H -6.95 -5.45 3.64
H -6.67 -5.84 0.62
H -6.56 -7.13 1.81
H -4.30 -6.42 1.10
H -4.54 -6.05 2.81
*
```

Summary:
HOMO level, eV: -5.37
Orbital gap, eV: 7.530

---

Entry 3:
ORCA calculation (ωB97M-V/def2-TZVPD) on a structure of composition C6H9O6Zn.

```
! RIJCOSX wB97M-V def2-TZVPD def2/J DEFGRID3
* xyz -1 1
Zn 0.00 0.13 0.11
C 2.56 -1.83 2.45
C 1.55 -1.04 1.63
O 1.27 -1.50 0.47
O 1.04 0.04 1.97
H 3.41 -1.97 1.78
H 2.23 -2.83 2.70
H 2.90 -1.26 3.31
C -3.52 -1.66 -0.61
C -2.26 -0.94 -0.27
O -1.38 -0.82 -1.18
O -2.00 -0.48 0.87
H -4.19 -1.06 -1.22
H -4.05 -2.01 0.28
H -3.38 -2.57 -1.19
C 0.95 3.40 -1.93
C 0.74 2.16 -1.09
O 1.19 1.03 -1.42
O -0.09 2.21 -0.14
H 0.15 4.09 -1.69
H 0.91 3.05 -2.96
H 1.94 3.85 -1.85
*
```

Summary:
HOMO level, eV: -5.70
ΔE to the lowest compared entry with this formula, charge and spin, eV: 0.3088
Orbital gap, eV: 9.025

---

Entry 4:
ORCA calculation (ωB97M-V/def2-TZVPD) on a structure of composition C4H8N2O.

```
! RIJCOSX wB97M-V def2-TZVPD def2/J DEFGRID3
* xyz 0 1
C 0.09 1.02 -1.57
C -0.27 0.09 -0.43
O -1.46 -0.58 -0.77
C 0.79 -0.84 0.15
N 0.33 -0.91 1.54
C -0.51 0.79 0.91
N -1.02 1.39 1.82
H -0.73 1.71 -1.78
H 0.26 0.41 -2.47
H 1.00 1.59 -1.35
H -1.60 -1.26 -0.10
H 1.78 -0.37 0.03
H 0.80 -1.80 -0.38
H -0.54 0.27 2.14
H 1.13 -0.94 2.17
*
```

Summary:
HOMO level, eV: -8.35
ΔE to the lowest compared entry with this formula, charge and spin, eV: 5.5017
Orbital gap, eV: 9.234

---

Calculated values (eV) of E_LUMO for the records, taken in order: 0.10 2.16 3.32 0.89.
Calculated values (a.u.) of electronic energy for the records, taken in order: -1302.18637 -3598.36868 -2465.01901 -341.80146.